Record 1
Entry from OMol25: C5H11NO in the gas phase (the ωB97M-V functional and the def2-TZVPD basis).

## Properties
* LUMO: 0.9045 eV
* SMILES: C=CCCNCO
* electronic energy: -326.9732 Eh
* orbital gap: 0.364 Ha
* HOMO energy: -8.997 eV
* ΔE to the lowest compared entry with this formula, charge and spin: 415.2 kJ/mol

```
! RIJCOSX wB97M-V def2-TZVPD def2/J DEFGRID3
* xyz 0 1
C 1.0568 -2.2299 0.9160
C 1.2150 -0.9041 1.2928
C -0.0387 0.0299 1.1639
C 0.4761 1.1086 0.2307
N -0.6298 1.7141 -0.6401
C -0.8869 0.7615 -1.7773
O -1.9526 -0.2083 -1.8034
H 1.8951 -2.8860 1.1391
H 0.3835 -2.5882 0.2181
H 1.9164 -0.5927 1.9294
H -0.0305 0.6428 2.2297
H -0.8164 -0.6034 0.6516
H 1.3300 0.8346 -0.5264
H 0.7120 2.0764 0.8682
H -1.5364 1.8310 -0.1745
H -1.3235 1.4973 -2.4984
H 0.0281 0.2880 -2.1510
H -1.7981 -0.7715 -1.0685
*
```

Löwdin atomic charge list, values in e, 8 entries: number 1, C, carries 0.02; number 2, C, carries -0.16; number 3, C, carries -0.19; number 4, C, carries -0.27; number 5, N, carries -0.07; number 6, C, carries -0.28; number 7, O, carries -0.06; number 8, H, carries 0.05

***

Record 2
Entry from OMol25: C5H11NO in the gas phase (the ωB97M-V functional and the def2-TZVPD basis).

## Properties
* LUMO (alpha / beta): 0.5331 / 0.5316 eV
* electronic energy: -326.9794 Eh
* orbital gap (alpha / beta): 0.261 / 0.261 Ha
* HOMO energy (alpha / beta): -6.575 / -6.573 eV
* ΔE to the lowest compared entry with this formula, charge and spin: 399.0 kJ/mol

```
! RIJCOSX wB97M-V def2-TZVPD def2/J DEFGRID3
* xyz 0 1
C -2.4798 0.1260 -0.6334
C -1.0226 -0.2682 -0.3936
C -0.6660 -0.4397 1.0921
N 0.7952 -0.4130 1.0741
C 1.2530 0.3857 0.0857
O 0.8750 1.6752 -0.0207
C 2.6258 0.0895 -0.4676
H -2.6951 0.2586 -1.7016
H -3.2066 -0.6266 -0.2749
H -2.7664 1.0671 -0.1351
H -0.8204 -1.2089 -0.9307
H -0.0716 1.5508 -0.2695
H -1.0458 0.3965 1.6951
H -0.9982 -1.3672 1.5898
H 1.2630 -1.3044 1.1524
H 2.6038 0.0723 -1.5619
H 3.0238 -0.8695 -0.1206
H 3.3328 0.8757 -0.1796
*
```

Löwdin atomic charge list, values in e, 8 entries: number 1, C, carries -0.18; number 2, C, carries -0.27; number 3, C, carries -0.24; number 4, N, carries 0.04; number 5, C, carries -0.38; number 6, O, carries 0.05; number 7, C, carries 0.01; number 8, H, carries 0.06

***

Record 3
Entry from OMol25: C5H11NO in the gas phase (the ωB97M-V functional and the def2-TZVPD basis).

## Properties
* LUMO: 0.9448 eV
* SMILES: C=CC[C@@H](N)CO
* electronic energy: -327.0279 Eh
* orbital gap: 0.370 Ha
* HOMO energy: -9.133 eV
* ΔE to the lowest compared entry with this formula, charge and spin: 271.6 kJ/mol

```
! RIJCOSX wB97M-V def2-TZVPD def2/J DEFGRID3
* xyz 0 1
C -2.6089 0.8449 -1.4671
C -1.5982 0.0396 -1.1187
C -1.1616 0.0101 0.3266
C 0.3497 0.2056 0.6499
N 0.6028 -0.7196 1.7812
C 1.2831 -0.3091 -0.4620
O 2.5998 0.1292 -0.0460
H -3.3699 0.4860 -2.1487
H -2.8514 1.6599 -0.7801
H -1.1968 -0.7774 -1.7121
H -1.6484 0.7983 0.9151
H -1.2878 -1.0216 0.6719
H 0.6818 1.1557 1.0819
H 1.5851 -0.8021 2.0260
H 0.2151 -0.5061 2.6936
H 1.0868 0.2392 -1.3850
H 1.0222 -1.3599 -0.5208
H 3.2051 -0.5990 0.1212
*
```

Löwdin atomic charge list, values in e, 8 entries: number 1, C, carries -0.01; number 2, C, carries -0.19; number 3, C, carries -0.17; number 4, C, carries -0.37; number 5, N, carries -0.01; number 6, C, carries -0.21; number 7, O, carries -0.07; number 8, H, carries 0.05

***

Record 4
Entry from OMol25: C5H11NO in the gas phase (the ωB97M-V functional and the def2-TZVPD basis).

## Properties
* LUMO: 1.0810 eV
* SMILES: CNCCCC=O
* electronic energy: -327.0277 Eh
* orbital gap: 0.362 Ha
* HOMO energy: -8.774 eV
* ΔE to the lowest compared entry with this formula, charge and spin: 272.2 kJ/mol

```
! RIJCOSX wB97M-V def2-TZVPD def2/J DEFGRID3
* xyz 0 1
C 1.0630 -1.9706 0.2737
N -0.2197 -1.2082 0.3833
C -0.2698 -0.1655 1.3852
C -1.1366 0.8781 0.7803
C -0.6654 1.6861 -0.4361
C 0.0209 0.6424 -1.4014
O 1.2234 0.4585 -1.2427
H 1.1045 -2.8552 0.9562
H 1.1602 -2.5804 -0.6948
H 1.8657 -1.3034 0.5295
H -0.9847 -1.7520 0.5771
H 0.7661 0.2618 1.5108
H -0.7820 -0.4394 2.2844
H -2.1432 0.5045 0.3043
H -1.4538 1.8189 1.4342
H 0.2131 2.3513 -0.1475
H -1.4614 2.2693 -0.9501
H -0.6066 0.0910 -2.1567
*
```

Löwdin atomic charge list, values in e, 8 entries: number 1, C, carries -0.10; number 2, N, carries -0.13; number 3, C, carries -0.25; number 4, C, carries -0.25; number 5, C, carries -0.19; number 6, C, carries -0.25; number 7, O, carries -0.02; number 8, H, carries 0.07

***

Record 5
Entry from OMol25: C5H11NO in the gas phase (the ωB97M-V functional and the def2-TZVPD basis).

## Properties
* LUMO: 0.9062 eV
* SMILES: CC[C@@H](C)NC=O
* electronic energy: -327.1231 Eh
* orbital gap: 0.391 Ha
* HOMO energy: -9.722 eV
* ΔE to the lowest compared entry with this formula, charge and spin: 21.6 kJ/mol

```
! RIJCOSX wB97M-V def2-TZVPD def2/J DEFGRID3
* xyz 0 1
C 1.5967 1.2086 -0.9373
C 0.5498 1.1636 0.1712
C -0.0420 -0.2303 0.4119
C -0.6491 -0.3561 1.8101
N -1.0172 -0.5415 -0.6268
C -1.0922 -1.7559 -1.2303
O -0.3297 -2.6827 -1.0370
H 2.4414 0.5530 -0.6967
H 1.1812 0.8796 -1.8956
H 1.9880 2.2233 -1.0659
H 0.9911 1.5249 1.1081
H -0.2728 1.8570 -0.0605
H 0.7383 -0.9902 0.2985
H 0.1393 -0.3116 2.5699
H -1.3545 0.4602 2.0112
H -1.1775 -1.3078 1.9202
H -1.7569 0.1231 -0.8038
H -1.9339 -1.8173 -1.9474
*
```

Löwdin atomic charge list, values in e, 8 entries: number 1, C, carries -0.10; number 2, C, carries -0.23; number 3, C, carries -0.39; number 4, C, carries -0.05; number 5, N, carries 0.05; number 6, C, carries -0.36; number 7, O, carries 0.01; number 8, H, carries 0.08

***

Record 6
Entry from OMol25: C5H11NO in the gas phase (the ωB97M-V functional and the def2-TZVPD basis).

## Properties
* LUMO: 0.8940 eV
* SMILES: CCCNC(C)=O
* electronic energy: -327.1104 Eh
* orbital gap: 0.378 Ha
* HOMO energy: -9.388 eV
* ΔE to the lowest compared entry with this formula, charge and spin: 55.1 kJ/mol

```
! RIJCOSX wB97M-V def2-TZVPD def2/J DEFGRID3
* xyz 0 1
C -2.0160 0.0719 -0.7910
C -1.4566 0.9733 0.3055
C -0.6476 0.2433 1.3899
N 0.5553 -0.5764 0.9690
C 1.2993 -0.1644 -0.1021
C 2.7195 -0.6761 -0.3164
O 0.8778 0.6683 -0.8875
H -2.8334 0.5630 -1.3310
H -1.2424 -0.1935 -1.5180
H -2.4050 -0.8537 -0.3511
H -0.9453 1.8436 -0.1189
H -2.2646 1.3559 0.9483
H -0.3775 1.0257 2.1229
H -1.3769 -0.4231 1.8711
H 1.0057 -1.2787 1.5586
H 2.9417 -0.4963 -1.3719
H 2.9093 -1.7254 -0.0759
H 3.4092 -0.0542 0.2678
*
```

Löwdin atomic charge list, values in e, 8 entries: number 1, C, carries -0.11; number 2, C, carries -0.28; number 3, C, carries -0.17; number 4, N, carries 0.07; number 5, C, carries -0.54; number 6, C, carries -0.01; number 7, O, carries 0.02; number 8, H, carries 0.07

***

Record 7
Entry from OMol25: 2 unconnected molecules or ions with the total composition C5H11NO (the ωB97M-V functional and the def2-TZVPD basis).

## Properties
* LUMO (alpha / beta): 0.2398 / 0.1739 eV
* electronic energy: -326.9913 Eh
* orbital gap (alpha / beta): 0.275 / 0.266 Ha
* HOMO energy (alpha / beta): -7.255 / -7.067 eV
* ΔE to the lowest compared entry with this formula, charge and spin: 367.7 kJ/mol

```
! RIJCOSX wB97M-V def2-TZVPD def2/J DEFGRID3
* xyz 0 1
C -1.0671 -1.2684 -0.9915
C -0.2534 -0.0263 -1.0324
C -1.1667 0.6734 1.4340
N 0.9299 0.0712 -0.4382
C 1.4039 -0.6601 0.6064
C 1.7258 1.2281 -0.7771
O 1.4301 2.0089 -1.6308
H -0.9634 -1.8338 -0.0588
H -2.1301 -1.0409 -1.1233
H -0.7656 -1.9248 -1.8191
H -0.5135 0.7874 -1.6926
H -1.0152 1.7116 1.1180
H -2.0506 0.2824 0.9205
H -1.3349 0.6330 2.5065
H 1.0470 -1.6661 0.7530
H 2.3109 -0.3330 1.0878
H -0.2309 0.0794 1.3127
H 2.6439 1.2781 -0.1749
*
```

Löwdin atomic charge list, values in e, 8 entries: number 1, C, carries -0.09; number 2, C, carries -0.18; number 3, C, carries -0.06; number 4, N, carries -0.21; number 5, C, carries -0.04; number 6, C, carries -0.22; number 7, O, carries 0.10; number 8, H, carries 0.07